The following is a quantum chemistry calculation of a 2-piece molecular cluster, C5H14N2O overall, from OMol25.

Each line ends with the Löwdin charge.
CARTESIAN COORDINATES (ANGSTROEM)
C 1.534 1.129 -1.836  -0.306
C 0.095 1.022 -1.288  -0.196
C -0.201 -0.371 -0.719  -0.129
C -1.047 -0.565 0.285  -0.185
N -1.356 -1.811 0.866  -0.099
C -2.680 -1.942 1.491  -0.115
N 2.460 0.264 -1.139  -0.010
H 1.510 0.876 -2.890  0.097
H 1.812 2.175 -1.793  0.091
H 0.039 1.707 -0.436  0.090
H -0.667 1.262 -2.019  0.099
H 0.337 -1.178 -1.194  0.101
H -1.517 0.233 0.837  0.108
H -1.216 -2.589 0.239  0.108
H -3.359 -2.522 0.863  0.075
H -2.561 -2.382 2.479  0.069
H -3.130 -0.956 1.583  0.067
H 2.256 0.157 -0.153  0.046
H 3.409 0.600 -1.234  0.064
H 0.751 1.545 2.421  0.036
H 1.962 2.077 1.640  0.044
O 1.567 1.268 1.996  -0.055

Properties
Gap between HOMO and LUMO = 8.4 eV
Highest occupied orbital energy = -7.6 eV
Total charge = 0
SMILES string = CN/C=C/CCN.O

---

The following is a quantum chemistry calculation of one molecule with the formula C24H34N2O4, from OMol25.

Each line ends with the Löwdin charge.
CARTESIAN COORDINATES (ANGSTROEM)
C 1.951 1.963 -5.969  -0.063
C 1.688 3.015 -4.901  -0.211
H 0.759 3.552 -5.118  0.122
H 2.519 3.719 -4.831  0.123
O 1.590 2.426 -3.603  0.001
C 0.418 1.898 -3.255  -0.500
O -0.566 1.922 -3.950  0.107
C 0.495 1.284 -1.877  0.000
H -0.308 1.701 -1.265  0.126
H 1.462 1.531 -1.439  0.127
C 0.349 -0.258 -1.904  -0.410
N 0.519 -0.738 -0.536  0.152
C 1.655 -0.695 0.186  -0.455
O 2.726 -0.310 -0.233  0.080
C 1.495 -1.158 1.639  -0.197
H 2.505 -1.367 2.006  0.156
C 0.899 0.003 2.436  -0.094
N 0.400 -0.376 3.743  -0.036
C 0.241 -1.635 4.211  -0.460
O -0.236 -1.849 5.311  0.055
C 0.700 -2.770 3.314  -0.079
C 0.636 -2.402 1.839  -0.144
H -0.405 -2.208 1.568  0.110
H 1.005 -3.225 1.225  0.126
H 1.725 -3.024 3.597  0.130
H 0.076 -3.636 3.540  0.125
C -0.107 0.710 4.562  -0.130
H 0.166 0.504 5.600  0.127
H 0.370 1.637 4.237  0.124
C -1.639 0.834 4.477  -0.116
C -2.098 1.011 3.060  -0.247
C -2.012 2.250 2.435  -0.044
C -2.384 2.402 1.112  -0.080
C -2.849 1.315 0.391  -0.106
C -2.941 0.075 1.003  -0.094
C -2.569 -0.074 2.328  -0.050
H -2.645 -1.040 2.807  0.118
H -3.314 -0.776 0.450  0.105
H -3.150 1.439 -0.639  0.103
H -2.315 3.372 0.640  0.105
H -1.653 3.103 2.994  0.116
H -1.945 1.688 5.084  0.121
H -2.073 -0.070 4.904  0.113
H 1.665 0.777 2.570  0.143
H 0.076 0.453 1.865  0.117
H -0.337 -0.967 -0.056  0.118
C 1.404 -0.872 -2.833  -0.113
C 1.256 -2.388 -2.921  -0.176
C -0.138 -2.758 -3.417  -0.195
C -1.194 -2.186 -2.479  -0.185
C -1.051 -0.669 -2.368  -0.115
H -1.793 -0.274 -1.671  0.097
H -1.240 -0.214 -3.341  0.119
H -2.193 -2.427 -2.846  0.112
H -1.081 -2.647 -1.494  0.105
H -0.239 -3.844 -3.476  0.109
H -0.286 -2.352 -4.420  0.116
H 2.013 -2.786 -3.598  0.113
H 1.425 -2.827 -1.936  0.110
H 1.274 -0.440 -3.827  0.121
H 2.397 -0.610 -2.469  0.116
H 2.108 2.447 -6.928  0.076
H 1.097 1.294 -6.050  0.073
H 2.835 1.383 -5.713  0.079

Properties
Gap between HOMO and LUMO = 9.8 eV
Highest occupied orbital energy = -9.1 eV
Total charge = 0
SMILES string = CCOC(=O)CC1(NC(=O)[C@@H]2CCC(=O)N(CCc3ccccc3)C2)CCCCC1

---

The following is a quantum chemistry calculation of one molecule with the formula C10H11NO2, from OMol25.

Each line ends with the Löwdin charge.
CARTESIAN COORDINATES (ANGSTROEM)
C 2.589 -0.134 0.366  -0.331
C 1.722 1.144 -0.007  -0.083
C 0.184 0.682 0.089  -0.197
C -0.913 1.393 0.097  0.025
C -2.083 0.663 -0.032  -0.183
C -4.259 0.091 -0.117  -0.020
C -2.188 -0.753 0.093  -0.210
C -1.000 -1.371 -0.185  0.068
C 0.178 -0.667 0.044  -0.232
C 1.492 -1.254 -0.123  -0.094
H 4.544 -0.596 0.280  0.063
H 4.311 1.032 -0.367  0.132
H 2.551 -0.157 1.559  0.163
H 2.000 1.582 -1.016  0.128
H 1.886 1.875 0.760  0.084
H -0.914 2.481 0.061  0.139
H -4.745 0.002 -1.072  0.131
H -4.773 0.004 0.812  0.125
H -0.916 -2.342 -0.270  0.077
H 1.621 -1.389 -1.110  0.076
H 1.608 -2.244 0.446  0.141
N 3.918 -0.039 -0.343  -0.017
O -3.341 1.216 -0.134  0.007
O -3.469 -1.217 0.167  0.008

Properties
Gap between HOMO and LUMO = 8.7 eV
Highest occupied orbital energy = -7.8 eV
Total charge = 0
SMILES string = NC1Cc2cc3c(cc2C1)OCO3

---

The relative energy (zero: lowest compared OMol25 entry of this formula, charge and spin) results, record by record, are as follows: 55.8, 0.0, 94.4 kcal/mol.